{"formula": "C20H22N2O3", "method": "ωB97M-V/def2-TZVPD", "symbols": ["C", "H", "C", "C", "C", "C", "H", "H", "H", "C", "H", "H", "N", "C", "C", "H", "C", "H", "C", "C", "H", "H", "H", "C", "H", "C", "O", "O", "C", "H", "H", "C", "C", "H", "H", "H", "C", "H", "H", "O", "C", "H", "C", "H", "C", "N", "H"], "coordinates": [[-2.36, -2.81, -4.68], [2.62, 0.29, -2.45], [0.39, 1.36, -0.14], [1.67, 2.21, -2.47], [1.92, 0.95, -1.96], [-0.16, 1.75, 2.22], [-1.47, -4.33, -5.91], [3.72, 0.56, 2.93], [1.50, -0.45, -0.39], [-1.63, -0.46, -1.23], [-0.38, -2.90, 0.71], [2.16, 2.54, -3.37], [-0.25, 0.92, 1.03], [1.29, 0.53, -0.80], [2.35, 2.10, 2.30], [-1.90, 0.59, -1.21], [2.68, 1.46, 4.59], [-2.35, -0.68, -3.22], [-0.79, -2.43, -0.16], [1.21, 1.34, 4.21], [0.57, 4.03, -2.21], [-3.36, -2.40, -4.46], [-0.91, 1.39, 2.94], [0.14, 2.63, -0.66], [-1.73, -1.99, -5.07], [-2.46, -3.93, -5.70], [0.30, 1.07, 4.95], [-1.78, -3.34, -3.51], [-1.03, -3.15, -1.31], [-0.57, 3.28, -0.17], [2.36, 3.20, 2.26], [-1.59, -2.54, -2.43], [-1.90, -1.18, -2.38], [2.99, 0.61, 5.20], [-0.35, 2.79, 1.95], [-2.90, -3.55, -6.62], [3.41, 1.55, 3.26], [2.46, 1.72, 1.28], [-0.81, -4.21, -1.35], [-1.16, -0.77, 2.22], [-0.82, -0.32, 1.15], [-3.08, -4.73, -5.31], [-1.06, -1.06, -0.12], [2.80, 2.36, 5.19], [0.78, 3.05, -1.81], [1.11, 1.64, 2.89], [4.29, 2.19, 3.30]], "gap_ev": 9.03, "charge": 0, "total_energy_ev": -30220.5967, "smiles": "CCOc1ccc(C(=O)N(CN2CCCC2=O)c2ccccc2)cc1"}